This record from the Open Molecules 2025 dataset describes a molecular structure, C39H56BF4N3OSi3TeTi in a non-equilibrium geometry. The level of theory is the ωB97M-V functional and the def2-TZVPD basis.

Orbital gap in eV: 5.928
HOMO energy in eV: -2.013
E in eV: -113472.0833
Charge: -2

Geometry (Å):
Ti: 0.13423 0.24673 0.03373
C: -3.85415 1.84808 0.11325
Si: -2.83256 0.54773 1.10921
C: -4.00988 0.46881 2.59809
C: -3.03392 -0.98650 0.03690
N: -1.21444 1.25838 0.93438
C: -0.62436 2.12809 1.84692
C: -1.33632 2.86021 2.79862
C: -0.71255 3.74192 3.67420
C: 0.65461 3.93334 3.58625
C: 1.38424 3.22724 2.63271
C: 0.78822 2.30331 1.77275
N: 1.48811 1.54512 0.80742
Si: 3.18770 1.75730 0.61156
C: 4.04645 0.53782 -0.52045
C: 4.25661 1.59482 2.17862
C: 3.62207 3.47274 -0.05670
H: -4.82121 1.42834 -0.19696
H: -3.32700 2.19073 -0.78468
H: -4.06344 2.73658 0.72757
H: -5.04131 0.54249 2.22910
H: -3.85071 1.29040 3.30651
H: -3.88860 -0.46725 3.14821
H: -4.01975 -1.43298 0.21777
H: -2.27205 -1.73290 0.27116
H: -2.95881 -0.75052 -1.02953
H: -2.41244 2.73098 2.84448
H: -1.29743 4.27614 4.41475
H: 1.16287 4.63025 4.24167
H: 2.44873 3.41153 2.56426
H: 3.88353 -0.49229 -0.19067
H: 5.12290 0.74567 -0.47857
H: 3.72193 0.60434 -1.56187
H: 4.64900 0.57476 2.26652
H: 3.71943 1.82174 3.10308
H: 5.10918 2.28000 2.10524
H: 3.11254 3.67487 -1.00432
H: 4.70249 3.55407 -0.22348
H: 3.32363 4.26349 0.64203
C: 5.17416 -8.57584 3.31507
C: 4.35764 -7.36336 2.93935
C: 4.18619 -6.98325 1.61748
C: 3.42708 -5.86398 1.26652
C: 3.35335 -5.49029 -0.19661
C: 2.78926 -5.09311 2.25433
Te: 1.71796 -3.22041 1.69523
N: 0.25345 -1.08164 1.33163
C: -0.39688 -0.80861 2.46621
O: -1.64427 -0.76488 2.60986
C: 0.38368 -0.50353 3.74327
C: -0.31823 -0.34886 4.93607
C: 0.34580 -0.04329 6.11671
C: 1.72790 0.10875 6.11574
C: 2.42920 -0.00952 4.92227
C: 1.75924 -0.30222 3.74078
C: -0.11068 -4.07380 2.38904
C: -0.57733 -3.75808 3.66325
C: -1.78129 -4.25550 4.14217
C: -2.54113 -5.09259 3.34002
C: -2.08992 -5.40845 2.06516
C: -0.89077 -4.90244 1.56222
C: -0.48150 -5.26416 0.15588
C: 2.99193 -5.45815 3.60159
C: 2.42322 -4.65990 4.75255
C: 3.76193 -6.57775 3.91925
H: 5.51838 -9.10601 2.42475
H: 4.58373 -9.27059 3.91843
H: 6.04965 -8.29410 3.90662
H: 4.67207 -7.56022 0.83361
H: 3.71121 -6.30858 -0.82495
H: 3.97102 -4.61046 -0.39609
H: 2.34637 -5.21619 -0.49371
H: -1.39330 -0.47337 4.90874
H: -0.21280 0.07650 7.03863
H: 2.25340 0.33326 7.03705
H: 3.50528 0.13300 4.91218
H: 2.29107 -0.34631 2.80317
H: 0.00270 -3.09231 4.29125
H: -2.12147 -3.97989 5.13341
H: -3.48360 -5.49009 3.69895
H: -2.68744 -6.05775 1.43195
H: -1.34058 -5.63169 -0.41042
H: 0.28422 -6.04664 0.17022
H: -0.06584 -4.40212 -0.36329
H: 2.46556 -3.59101 4.53943
H: 2.97896 -4.86362 5.67118
H: 1.37667 -4.91862 4.92411
H: 3.91727 -6.83406 4.96638
F: -0.23772 -1.95511 -1.37130
B: 1.07223 -1.88463 -1.90504
F: 1.78086 -3.05392 -1.68274
F: 1.03975 -1.58727 -3.26940
F: 1.68574 -0.76782 -1.18061
C: 0.06136 3.90718 -1.24600
Si: 0.00330 2.50141 -2.49543
C: -1.01542 3.28401 -3.89837
C: 1.71349 2.26028 -3.25562
C: -0.66205 0.90302 -1.87042
H: 0.59074 4.78216 -1.64179
H: 0.55268 3.60341 -0.32073
H: -0.95812 4.21394 -0.97792
H: -0.56288 4.21978 -4.24895
H: -2.03179 3.51166 -3.55121
H: -1.10545 2.60658 -4.75772
H: 1.97507 3.06889 -3.94677
H: 1.74191 1.31191 -3.80609
H: 2.48865 2.20420 -2.48535
H: -0.48803 0.13318 -2.62707
H: -1.74590 0.98560 -1.74713

Atomic partial charges in e from the Löwdin method, atoms 1 to 4:
1. Ti 0.98
2. C -0.20
3. Si 0.41
4. C -0.18

This record from the Open Molecules 2025 dataset describes 3 unconnected molecules or ions with the total composition C39H56ClF5N2O9 in a non-equilibrium geometry. The level of theory is the ωB97M-V functional and the def2-TZVPD basis.

Orbital gap in eV: 7.731
HOMO energy in eV: -7.854
Structure (SMILES): C=C[C@@](Cl)(COc1ccccc1)O[C@H](CCCC(F)(F)C(F)(F)F)[C@@](CCc1ccccc1)(NCC)OCN=C(C)C.CCOC(=O)OC.CCOC(=O)OC
E in eV: -88852.6422

Geometry (Å):
C: -2.73733 0.89480 0.92048
C: -1.36501 1.22268 0.67496
C: -1.02176 2.10624 -0.62290
Cl: -2.53515 2.90246 -1.37050
C: -0.13902 3.36898 -0.07414
O: -0.93727 4.36724 0.60495
C: -0.84907 4.22508 2.03579
C: 0.45469 4.31156 2.85866
C: 0.34054 4.08024 4.40448
C: -0.99496 3.76119 5.12585
C: -2.31659 3.68691 4.28585
C: -2.20759 3.91809 2.75781
O: -0.18970 1.45927 -1.58358
C: -0.75744 0.22439 -2.08909
C: -0.15625 -1.09906 -1.34667
C: 1.23987 -0.83549 -0.60899
C: 2.21149 -2.11229 -0.54234
C: 3.58312 -1.85095 0.23784
F: 3.59448 -2.48287 1.53110
F: 3.88689 -0.48081 0.46227
C: 4.83550 -2.44992 -0.60598
F: 4.60264 -3.76004 -1.07623
F: 5.05479 -1.52722 -1.67475
F: 6.00633 -2.39862 0.21366
C: -0.52128 0.02115 -3.69680
C: -0.87804 1.38060 -4.46729
C: -1.17637 1.24750 -6.03629
C: 0.00927 0.71064 -6.94247
C: 0.86389 1.79186 -7.70053
C: 2.02974 1.40975 -8.66369
C: 2.39010 -0.09169 -8.91320
C: 1.54853 -1.16257 -8.14277
C: 0.39210 -0.76393 -7.20124
N: 0.87728 -0.45727 -3.83569
C: 1.94035 0.54961 -3.72615
C: 2.81117 0.79289 -5.09054
O: -1.30582 -1.10737 -4.21207
C: -2.71520 -0.91416 -4.07984
N: -3.33977 -2.09520 -3.36528
C: -4.66145 -1.88400 -3.34477
C: -5.44342 -1.32194 -2.04635
C: -5.59928 -2.18125 -4.63933
H: -3.06934 -0.18556 1.07963
H: -3.51553 1.72311 1.00208
H: -0.49080 0.91041 1.35573
H: 0.28630 3.88437 -1.01797
H: 0.76553 3.00326 0.52424
H: 1.44532 4.51400 2.33316
H: 1.27788 4.10170 5.04971
H: -1.07871 3.55888 6.24931
H: -3.33086 3.43433 4.76313
H: -3.17337 3.83739 2.14997
H: -1.86517 0.23576 -1.80241
H: -0.91155 -1.37453 -0.51173
H: -0.15485 -2.01683 -2.04514
H: 1.84416 0.04485 -1.00503
H: 0.98269 -0.57082 0.48912
H: 2.42905 -2.42142 -1.63041
H: 1.65048 -2.94137 0.03014
H: -0.13691 2.23472 -4.33100
H: -1.86647 1.76011 -3.99256
H: -1.42343 2.31405 -6.41297
H: -2.11428 0.62274 -6.27032
H: 0.61769 2.89979 -7.57919
H: 2.61652 2.20099 -9.23058
H: 3.24067 -0.38736 -9.63025
H: 1.84687 -2.25837 -8.32079
H: -0.22073 -1.56802 -6.66516
H: 1.00036 -1.15308 -4.57799
H: 1.65687 1.58130 -3.34754
H: 2.72416 0.14345 -2.97220
H: 2.70875 -0.07556 -5.83032
H: 2.59813 1.81744 -5.53983
H: 3.93121 0.80822 -4.79220
H: -3.16486 -0.92779 -5.15162
H: -3.05468 0.03050 -3.54300
H: -4.95958 -1.82192 -1.13550
H: -6.55741 -1.60697 -2.15479
H: -5.30249 -0.17610 -2.03818
H: -6.71389 -2.18484 -4.33759
H: -5.33551 -3.17881 -5.12369
H: -5.41145 -1.35468 -5.41892
C: -3.47795 -5.75766 3.48476
C: -2.94608 -5.36517 2.11794
O: -1.97883 -4.31273 2.21986
C: -0.76635 -4.68003 2.66717
O: -0.43019 -5.79673 2.97707
O: 0.00346 -3.58014 2.73372
C: 1.29520 -3.81299 3.29511
H: -3.87081 -4.88257 4.00945
H: -4.27159 -6.50128 3.38965
H: -2.69046 -6.17756 4.11378
H: -3.76646 -4.97850 1.51020
H: -2.52510 -6.22302 1.58677
H: 1.81830 -4.61372 2.76827
H: 1.20226 -4.04809 4.35780
H: 1.87656 -2.89657 3.19285
C: 4.53506 0.78662 9.55316
C: 3.15273 0.87443 10.17482
O: 2.73905 2.23794 10.33071
C: 2.35223 2.85914 9.20515
O: 2.31858 2.37512 8.09973
O: 2.03098 4.12654 9.51782
C: 1.69995 4.92940 8.38727
H: 5.25350 1.37463 10.13056
H: 4.87403 -0.25036 9.51405
H: 4.54176 1.18637 8.53713
H: 3.18020 0.43939 11.17565
H: 2.41363 0.31294 9.59705
H: 0.90877 4.46901 7.79155
H: 2.59092 5.09898 7.77835
H: 1.34088 5.89283 8.75111

Atomic partial charges in e from the Löwdin method, atoms 1 to 4:
1. C -0.01
2. C -0.10
3. C -0.68
4. Cl 0.66